[1]
DFT (ωB97M-V with the def2-TZVPD basis set) results for one molecule with the formula C24H33N3O5.

Last column: natural (NBO) charge in e.
Geometry (Å):
O  2.228  0.821  -4.081  -0.5993
O  -1.245  -4.678  -3.632  -0.4985
O  -0.860  -4.352  -6.446  -0.4822
O  -1.141  2.944  3.905  -0.6393
O  1.050  0.106  1.102  -0.6633
N  -0.622  0.823  3.318  -0.6279
N  0.671  -0.368  -2.865  -0.4498
N  0.510  2.292  1.062  -0.6066
C  -2.673  -0.469  2.882  -0.4142
C  0.564  -1.260  -5.132  -0.2500
C  0.792  2.550  2.464  -0.1369
C  -1.283  -5.760  -4.536  -0.0974
C  0.215  5.010  2.150  -0.6213
C  3.754  3.549  2.793  -0.6071
C  0.320  -1.386  -3.764  0.2218
C  -0.289  -2.543  -3.291  -0.3317
C  -1.767  -5.286  -5.906  -0.0958
C  0.176  -2.258  -6.001  -0.2216
C  2.616  4.266  2.076  -0.3915
C  -0.437  2.150  3.316  0.6819
C  -0.669  -3.551  -4.166  0.2979
C  1.684  1.440  -1.798  -0.4916
C  0.109  -0.333  -1.528  -0.2096
C  1.233  4.003  2.688  -0.2180
C  -1.321  -2.207  3.874  -0.4056
C  -1.264  -1.006  4.813  -0.4079
C  -0.458  -3.403  -5.538  0.1858
C  -1.747  0.166  3.946  -0.0641
C  0.421  1.075  -1.014  -0.3061
C  -2.633  -1.982  3.126  -0.4033
C  1.585  0.618  -3.078  0.6960
C  0.681  1.094  0.486  0.7062
H  0.350  -2.164  -7.060  0.2279
H  -2.287  -0.232  1.889  0.2042
H  0.219  5.048  1.062  0.1799
H  1.293  4.137  3.772  0.2230
H  1.780  2.501  -2.023  0.2375
H  0.463  6.005  2.512  0.2202
H  -1.952  -1.153  5.646  0.2061
H  -0.390  1.765  -1.263  0.2174
H  0.128  3.060  0.535  0.4080
H  -1.298  -3.157  4.405  0.2138
H  -0.780  4.760  2.504  0.2463
H  -2.257  0.934  4.533  0.2367
H  -0.471  -2.710  -2.243  0.2269
H  1.059  -0.382  -5.510  0.2529
H  -1.964  -6.497  -4.107  0.2010
H  0.002  0.239  2.771  0.4258
H  2.583  1.118  -1.265  0.2401
H  -0.964  -0.534  -1.560  0.2100
H  3.742  3.783  3.855  0.2042
H  -3.469  -2.281  3.760  0.1976
H  3.682  2.470  2.677  0.2008
H  1.605  1.874  2.750  0.2321
H  -2.689  -2.549  2.199  0.2110
H  4.710  3.865  2.383  0.2142
H  -2.759  -4.826  -5.797  0.1778
H  -3.686  -0.075  2.948  0.2171
H  -0.482  -2.179  3.177  0.1974
H  2.803  5.341  2.116  0.2058
H  -0.281  -6.197  -4.639  0.1797
H  0.596  -1.068  -0.874  0.2221
H  -0.269  -0.821  5.214  0.2181
H  2.608  3.973  1.023  0.1939
H  -1.822  -6.113  -6.615  0.2015

Properties
net charge = 0
electronic energy = -1474.87338 a.u.
max |F| = 0.6 eV Å⁻¹
energy above the lowest of the compared OMol25 structures with the same formula, charge and spin = 5.85 kcal per mole
LUMO = 0.51 eV
SMILES = CC[C@@H](C)[C@H](NC(=O)[C@H]1CC(=O)N(c2ccc3c(c2)OCCO3)C1)C(=O)NC1CCCC1

***

[2]
DFT (ωB97M-V with the def2-TZVPD basis set) results for C24H33N3O6 as an isolated structure in a non-equilibrium geometry.

Last column: natural (NBO) charge in e.
Geometry (Å):
O  -5.729  1.714  0.754  -0.6496
O  2.531  -2.736  -0.076  -0.4843
O  -2.110  -1.017  -0.629  -0.6903
O  1.230  2.621  0.484  -0.5406
O  6.876  -0.032  -0.922  -0.5268
O  -6.288  -1.750  0.066  -0.3546
N  4.581  -1.069  0.540  -0.4904
N  -4.295  0.217  -0.170  -0.5849
N  -0.765  0.717  -0.048  -0.5401
C  -6.458  -0.624  0.561  0.2333
C  5.666  -0.040  1.028  -0.2789
C  -3.226  0.868  -2.975  -0.5434
C  5.277  -1.927  -0.471  -0.2593
C  -8.211  -1.550  0.898  -0.2863
C  -5.479  0.564  0.199  0.6338
C  6.268  0.787  0.045  -0.1214
C  0.839  -1.020  -0.227  -0.3300
C  -7.802  -0.411  1.093  -0.2777
C  5.917  -0.802  -1.620  -0.0560
C  0.458  0.317  -0.026  0.0989
C  1.559  1.196  0.349  0.3283
C  -7.373  -2.406  0.552  0.0317
C  0.983  -4.086  1.407  -0.6506
C  2.844  0.630  0.324  -0.3521
C  2.202  3.296  2.655  -0.6219
C  -3.279  1.519  -1.791  -0.1634
C  -2.244  2.745  -2.100  -0.5860
C  -3.149  0.797  -0.536  -0.1072
C  2.079  -1.596  0.199  0.2854
C  -1.989  0.286  -0.320  0.6299
C  1.451  -3.669  -0.015  -0.0854
C  3.133  -0.617  0.361  0.1865
C  2.085  3.488  1.071  -0.0214
H  3.648  1.463  0.597  0.2140
H  2.637  2.222  2.802  0.2037
H  1.465  4.453  0.832  0.1822
H  -3.372  1.185  -3.817  0.1981
H  2.283  -4.758  -0.405  0.1578
H  -4.224  2.403  -1.735  0.2298
H  6.317  -0.825  1.746  0.2323
H  1.237  3.254  3.127  0.2117
H  5.084  -0.256  -2.000  0.1638
H  7.096  1.396  0.783  0.2036
H  2.938  3.517  0.631  0.1505
H  6.312  -1.435  -2.185  0.1702
H  -2.457  3.282  -2.866  0.1993
H  0.710  -3.543  -0.956  0.2419
H  -4.167  -0.685  -0.632  0.4289
H  5.073  0.445  1.979  0.2285
H  -2.217  3.329  -1.151  0.1977
H  -0.844  1.765  -0.043  0.4197
H  0.281  -3.273  1.565  0.2111
H  -2.299  0.293  -3.029  0.2124
H  0.136  -4.906  1.225  0.2304
H  2.642  4.053  3.062  0.1991
H  6.012  -2.444  0.289  0.2267
H  -4.135  -0.066  -2.721  0.1336
H  -1.198  2.361  -2.069  0.1852
H  -8.291  0.590  1.540  0.2693
H  1.523  -4.123  2.241  0.2290
H  -7.437  -3.408  0.372  0.1984
H  4.439  -2.297  -1.001  0.2178
H  -9.300  -1.842  1.331  0.2092
H  0.067  -1.712  -0.065  0.2389
H  -3.077  1.761  0.360  0.1940
H  5.538  1.390  -0.469  0.1858

Properties
net charge = 0
electronic energy = -1549.24787 a.u.
max |F| = 16.7 eV Å⁻¹
energy above the lowest of the compared OMol25 structures with the same formula, charge and spin = 533.34 kcal per mole
LUMO = 0.43 eV

***

[3]
DFT (ωB97M-V with the def2-TZVPD basis set) results for a 3-piece molecular cluster, C24H33N3O9PS overall in a non-equilibrium geometry.

Last column: Löwdin charge in e.
Geometry (Å):
S  -6.366  -2.787  1.855  0.1729
P  -5.732  -1.035  1.335  0.3669
O  7.014  -4.252  -3.623  0.1338
O  3.066  -1.337  1.361  -0.1729
O  0.318  4.459  4.359  0.1391
O  -3.527  2.150  2.984  0.0505
O  3.334  -1.348  -3.350  0.0692
O  4.319  0.237  -5.156  0.1188
O  -1.223  6.420  5.064  0.1275
O  8.027  -2.646  -5.387  0.1222
O  -5.081  4.134  3.649  0.1213
N  -3.392  -1.359  -0.242  0.0076
N  -1.775  -1.607  -1.984  0.2252
N  -4.106  -1.146  -2.255  0.1663
C  5.108  -2.903  -3.378  0.0687
C  -0.108  1.163  0.537  -0.1812
C  -1.617  0.862  0.645  -0.1665
C  -1.961  -0.325  1.566  -0.1463
C  -1.817  5.477  4.586  -0.3033
C  0.495  1.044  -0.874  -0.1988
C  -3.026  -1.406  -1.514  -0.3329
C  4.416  -1.709  -3.793  -0.3039
C  -4.757  -1.071  -0.178  -0.3802
C  -0.970  4.294  4.160  -0.2245
C  2.783  -1.866  0.085  -0.2342
C  6.942  -2.296  -4.970  -0.3060
C  -2.939  3.116  3.457  -0.3035
C  1.812  0.274  -0.902  -0.1873
C  -3.784  4.298  3.864  -0.2308
C  -1.511  3.183  3.629  0.0694
C  1.593  -1.218  -0.595  -0.1903
C  -3.253  5.407  4.395  0.0843
C  6.235  -1.104  -5.394  0.0808
C  -5.193  -0.927  -1.431  -0.0363
C  6.299  -3.189  -3.929  -0.2298
C  -2.522  -1.594  0.912  -0.0993
C  2.193  -1.762  2.376  -0.1039
C  5.046  -0.825  -4.843  -0.2319
H  -3.851  6.257  4.692  0.1414
H  -4.113  -1.124  -3.261  0.1814
H  6.693  -0.475  -6.143  0.1396
H  0.065  2.182  0.884  0.1084
H  4.645  -3.536  -2.634  0.1323
H  0.453  0.525  1.222  0.0849
H  3.519  0.194  -4.600  0.1125
H  1.891  -2.805  2.236  0.0916
H  -6.170  -0.704  -1.818  0.1406
H  2.508  0.687  -0.172  0.1231
H  3.670  -1.705  -0.527  0.1211
H  2.631  -2.950  0.170  0.1214
H  -2.624  0.004  2.361  0.0789
H  0.430  5.345  4.760  0.1303
H  -3.133  -2.145  1.627  0.1136
H  -2.127  1.738  1.044  0.0864
H  7.829  -4.205  -4.163  0.1278
H  -5.188  3.242  3.273  0.1122
H  -6.742  -0.138  0.977  -0.0044
H  -2.017  0.729  -0.360  0.0930
H  -4.940  -0.373  2.280  -0.0171
H  2.715  -1.669  3.325  0.0946
H  -1.171  -2.197  -1.427  0.1081
H  1.415  -1.745  -1.536  0.1009
H  -1.038  -0.638  2.057  0.0994
H  0.694  -1.301  0.029  0.0867
H  -0.201  0.544  -1.550  0.0846
H  1.284  -1.150  2.429  0.0594
H  2.235  0.353  -1.902  0.0935
H  -1.712  -1.843  -2.964  0.1315
H  0.655  2.045  -1.275  0.1117
H  -0.913  2.335  3.327  0.1274
H  -1.730  -2.282  0.616  0.1225

Properties
net charge = +1
electronic energy = -2515.05480 a.u.
max |F| = 1.4 eV Å⁻¹
LUMO = -3.58 eV

***

- Which value of net charge does entry 3 give?
  +1

***

- What is the formula in the third record?
  C24H33N3O9PS